(1)
The following is a quantum chemistry calculation of an isolated molecule of C3H6O2S2, from the OMol25 dataset.

Properties
SMILES = O[C@H](S)[C@]1(O)CS1
Total charge = 0
LUMO = 0.578 eV
Multiplicity = 1
Calculated total energy = -1064.72866 Eh

Positions of all 13 atoms, in Å:
O -1.190 -1.296 0.023
C -0.740 -0.062 0.471
S -1.984 1.278 0.230
C 0.493 0.298 -0.335
O 0.156 0.837 -1.536
C 1.700 -0.544 -0.162
S 1.841 1.079 0.627
H -2.082 -1.465 0.352
H -0.490 -0.081 1.540
H -2.630 1.047 1.376
H 0.938 0.991 -2.081
H 1.647 -1.385 0.515
H 2.343 -0.697 -1.019

Results of the natural (NBO) charge analysis, in e, for atoms 1 through 5: number 1, O, carries -0.712; number 2, C, carries -0.031; number 3, S, carries -0.037; number 4, C, carries 0.167; number 5, O, carries -0.678



(2)
The following is a quantum chemistry calculation of an isolated molecule of C3H6O2Si in a non-equilibrium geometry, from the OMol25 dataset.

Properties
SMILES = O=C=CCO[SiH3]
Total charge = 0
LUMO = 0.443 eV
Multiplicity = 1
Calculated total energy = -557.79960 Eh

Positions of all 12 atoms, in Å:
O 2.435 1.123 -0.122
C 1.718 0.325 0.324
C 1.034 -0.645 0.768
C -0.482 -0.600 0.986
O -1.217 0.109 0.092
Si -1.007 0.726 -1.368
H 1.504 -1.393 1.472
H -0.778 -1.678 0.797
H -0.559 -0.422 2.094
H 0.088 -0.026 -2.037
H -2.324 0.445 -1.516
H -0.411 2.035 -1.489

Results of the natural (NBO) charge analysis, in e, for atoms 1 through 5: number 1, O, carries -0.453; number 2, C, carries 0.691; number 3, C, carries -0.592; number 4, C, carries -0.021; number 5, O, carries -0.884



(3)
The following is a quantum chemistry calculation of an isolated molecule of C3H6O3 in a non-equilibrium geometry, from the OMol25 dataset.

Properties
SMILES = C[C@@H](O)C(=O)O
Total charge = 0
LUMO = 0.651 eV
Multiplicity = 1
Calculated total energy = -343.59081 Eh

Positions of all 12 atoms, in Å:
C 1.147 0.554 1.020
C -0.254 0.004 0.395
O -1.198 0.997 0.632
C -0.534 -0.517 -1.186
O -1.254 -0.042 -1.991
O -0.049 -1.705 -1.282
H 1.814 -0.230 1.203
H 1.617 1.379 0.357
H 0.680 0.862 1.943
H -0.276 -0.724 1.128
H -1.326 1.508 -0.137
H -0.367 -2.083 -2.082

Results of the natural (NBO) charge analysis, in e, for atoms 1 through 5: number 1, C, carries -0.616; number 2, C, carries 0.012; number 3, O, carries -0.714; number 4, C, carries 0.782; number 5, O, carries -0.596



(4)
The following is a quantum chemistry calculation of a cluster of 2 separate species, C3H6O3 in total in a non-equilibrium geometry, from the OMol25 dataset.

Properties
SMILES = C=CO.O=CO
Total charge = 0
LUMO = 0.684 eV
Multiplicity = 1
Calculated total energy = -343.58109 Eh

Positions of all 12 atoms, in Å:
C -1.327 -1.523 0.427
C -1.903 -0.600 -0.363
O -1.417 0.687 -0.517
H -1.790 -2.531 0.638
H -0.542 -1.222 1.101
H -2.897 -0.909 -0.922
H -1.707 1.077 -1.302
O 2.371 2.074 0.973
C 2.656 1.165 0.164
O 1.842 0.174 -0.175
H 3.701 1.013 -0.115
H 1.014 0.593 0.090

Results of the natural (NBO) charge analysis, in e, for atoms 1 through 5: number 1, C, carries -0.505; number 2, C, carries 0.128; number 3, O, carries -0.704; number 4, H, carries 0.221; number 5, H, carries 0.202



(5)
The following is a quantum chemistry calculation of an isolated molecule of C3H6O3, from the OMol25 dataset.

Properties
SMILES = O[C@H]1[C@@H](O)[C@H]1O
Total charge = 0
LUMO = 0.617 eV
Multiplicity = 1
Calculated total energy = -343.55560 Eh

Positions of all 12 atoms, in Å:
O -0.591 1.032 1.042
C 0.321 0.910 -0.012
C -0.215 0.006 -1.062
O -1.578 -0.175 -1.161
C 0.795 -0.536 -0.015
O 0.618 -1.101 1.272
H -0.279 0.307 1.637
H 0.914 1.801 -0.197
H 0.269 0.061 -2.039
H -1.941 0.300 -0.394
H 1.758 -0.834 -0.419
H -0.070 -1.771 1.347

Results of the natural (NBO) charge analysis, in e, for atoms 1 through 5: number 1, O, carries -0.728; number 2, C, carries 0.018; number 3, C, carries 0.067; number 4, O, carries -0.688; number 5, C, carries 0.006



(6)
The following is a quantum chemistry calculation of an isolated molecule of C3H6O3 in a non-equilibrium geometry, from the OMol25 dataset.

Properties
SMILES = C1OCOCO1
Total charge = 0
LUMO = 0.936 eV
Multiplicity = 1
Calculated total energy = -343.49379 Eh

Positions of all 12 atoms, in Å:
C 1.115 0.766 0.113
O -0.131 1.099 0.683
C -1.145 0.087 0.949
O -1.205 -0.547 -0.325
C -0.105 -0.846 -0.991
O 0.760 0.288 -1.150
H 1.794 0.259 0.572
H 1.676 1.718 -0.031
H -0.650 -0.746 1.369
H -2.295 0.451 1.141
H -0.330 -1.130 -2.103
H 0.514 -1.397 -0.227

Results of the natural (NBO) charge analysis, in e, for atoms 1 through 5: number 1, C, carries 0.221; number 2, O, carries -0.568; number 3, C, carries 0.213; number 4, O, carries -0.568; number 5, C, carries 0.217



(7)
The following is a quantum chemistry calculation of an isolated molecule of C3H6O3, from the OMol25 dataset.

Properties
SMILES = O=COCCO
Total charge = 0
LUMO = 0.868 eV
Multiplicity = 1
Calculated total energy = -343.62112 Eh

Positions of all 12 atoms, in Å:
O -0.910 -1.812 0.453
C -1.000 -1.386 -0.674
O -0.833 -0.120 -1.046
C -0.468 0.810 -0.006
C 1.033 0.804 0.226
O 1.534 -0.394 0.771
H -1.240 -2.000 -1.553
H -0.801 1.783 -0.372
H -1.023 0.570 0.906
H 1.525 0.968 -0.741
H 1.271 1.663 0.874
H 0.789 -0.919 1.099

Results of the natural (NBO) charge analysis, in e, for atoms 1 through 5: number 1, O, carries -0.615; number 2, C, carries 0.661; number 3, O, carries -0.494; number 4, C, carries -0.120; number 5, C, carries -0.083



(8)
The following is a quantum chemistry calculation of an isolated molecule of C3H6O3, from the OMol25 dataset.

Properties
Total charge = 0
LUMO = 0.716 eV
Multiplicity = 1
Calculated total energy = -343.55082 Eh

Positions of all 12 atoms, in Å:
O -0.888 0.288 1.546
C 0.374 -0.234 1.215
C 0.971 0.329 -0.070
O 0.726 -0.483 -1.254
C -0.390 -0.581 -1.918
O -1.368 0.115 -1.295
H -1.442 0.219 0.756
H 0.373 -1.335 1.150
H 1.041 0.040 2.041
H 2.062 0.323 -0.016
H 0.618 1.351 -0.234
H -2.131 -0.022 -1.875

Results of the natural (NBO) charge analysis, in e, for atoms 1 through 5: number 1, O, carries -0.716; number 2, C, carries -0.096; number 3, C, carries -0.133; number 4, O, carries -0.508; number 5, C, carries 0.428



(9)
The following is a quantum chemistry calculation of an isolated molecule of C3H6O3, from the OMol25 dataset.

Properties
SMILES = O=C[C@H](O)CO
Total charge = 0
LUMO = 0.462 eV
Multiplicity = 1
Calculated total energy = -343.59704 Eh

Positions of all 12 atoms, in Å:
O 1.170 1.597 0.092
C 0.962 0.577 0.722
C 0.444 -0.655 0.017
O 0.900 -0.734 -1.302
C -1.081 -0.422 0.094
O -1.449 0.705 -0.665
H 0.965 0.579 1.829
H 0.731 -1.569 0.554
H 1.068 0.177 -1.589
H -1.605 -1.286 -0.320
H -1.366 -0.329 1.158
H -0.740 1.360 -0.592

Results of the natural (NBO) charge analysis, in e, for atoms 1 through 5: number 1, O, carries -0.556; number 2, C, carries 0.418; number 3, C, carries -0.036; number 4, O, carries -0.691; number 5, C, carries -0.078



(10)
The following is a quantum chemistry calculation of a cluster of 2 separate species, C3H6O3 in total in a non-equilibrium geometry, from the OMol25 dataset.

Properties
SMILES = CC=O.O=CO
Total charge = 0
LUMO = 0.299 eV
Multiplicity = 1
Calculated total energy = -343.57859 Eh

Positions of all 12 atoms, in Å:
C 1.231 -1.357 0.383
C 0.517 -0.808 -0.760
O 1.024 0.015 -1.556
H 2.281 -0.966 0.512
H 1.220 -2.399 0.655
H 0.604 -0.936 1.139
H -0.448 -1.301 -1.077
O -1.153 1.762 1.560
C -1.628 1.670 0.455
O -0.890 1.508 -0.741
H -2.739 1.730 0.330
H -0.019 1.083 -0.900

Results of the natural (NBO) charge analysis, in e, for atoms 1 through 5: number 1, C, carries -0.742; number 2, C, carries 0.448; number 3, O, carries -0.571; number 4, H, carries 0.247; number 5, H, carries 0.256



Record order is preserved below.
Gap between HOMO and LUMO: 9.7, 9.4, 10.8, 10.2, 10.1, 11.0, 11.3, 10.2, 10.8, 11.0 eV
Record order is preserved below.
HOMO energy: -9.09, -8.98, -10.15, -9.52, -9.50, -10.03, -10.42, -9.46, -10.31, -10.68 eV